Below is a gas-phase ion, C16H24N (charge +1), with properties calculated with ωB97M-V/def2-TZVPD.

Properties
energy	-678.60439	hartree

```
! RIJCOSX wB97M-V def2-TZVPD def2/J DEFGRID3
* xyz 1 1
C 4.625 -1.396 0.381
H 1.496 1.176 -2.287
H 3.418 1.798 0.846
C -3.910 -1.413 -0.115
H -3.064 2.198 0.902
C 4.274 -0.160 1.200
H 3.486 -0.407 1.917
H -6.820 -1.250 0.233
C -4.574 0.863 0.195
H 3.661 -2.647 -1.095
H 2.441 2.433 -1.486
C -0.912 0.537 1.106
C 2.570 -0.834 -0.937
C -2.632 -1.100 0.304
H -5.329 1.633 0.159
N 0.002 0.546 -0.089
H 1.083 2.219 0.562
H 0.779 -0.153 -0.008
C -3.295 1.183 0.613
C 0.704 1.819 -0.380
H 4.649 1.326 -0.311
C -4.902 -0.437 -0.175
H 0.008 2.536 -0.816
H 5.142 0.179 1.764
H 2.752 -2.477 0.395
H -6.841 0.090 -0.911
C -2.314 0.203 0.677
H 5.374 -1.128 -0.365
H 1.839 -1.155 -1.672
H -4.146 -2.428 -0.394
C 2.757 0.464 -0.693
H 5.050 -2.169 1.020
C 3.379 -1.931 -0.320
C 1.875 1.516 -1.321
H -6.272 -1.510 -1.416
C -6.287 -0.791 -0.600
H -0.558 0.271 -0.906
H -0.885 1.521 1.574
H -0.541 -0.199 1.821
H -1.882 -1.877 0.359
C 3.800 0.953 0.268
*
```

=====

Below is a molecular structure, C51H71GeN5P3PdS, with properties calculated with ωB97M-V/def2-TZVPD.

Properties
ΔE to the lowest compared entry with this formula, charge and spin	0.0	kJ/mol

```
! RIJCOSX wB97M-V def2-TZVPD def2/J DEFGRID3
* xyz 0 2
C -0.048 -4.688 -0.846
H 4.285 -1.444 1.360
H 5.128 -0.713 -0.012
H -4.826 1.266 -1.574
C 1.444 -0.351 4.821
H 5.041 0.943 -1.481
H 0.136 -1.568 -7.185
H 0.984 2.900 1.124
C -0.231 -2.719 1.558
N -1.362 1.353 2.829
Ge -0.013 0.092 2.202
H 4.396 1.770 -6.977
C -2.395 -0.393 -5.249
C -1.125 -0.800 -5.619
H 0.938 4.671 1.111
H 0.320 -5.269 -1.696
C 3.715 -0.138 4.105
H -1.693 -1.624 -8.843
H -4.280 -3.896 0.560
H -3.209 1.485 1.813
H -2.726 -4.294 1.269
C 2.636 1.899 -2.513
H 0.818 -2.958 1.339
H 3.529 -1.672 7.135
C -1.705 -3.216 4.113
H -2.467 5.005 -0.437
H 0.572 -2.804 -1.632
H -4.298 0.732 0.021
C -0.365 -3.263 -1.300
S 0.149 -0.827 -4.339
C -2.346 -2.325 6.269
C -0.763 3.741 0.143
H 3.706 0.543 1.723
H 2.999 2.839 -2.938
H 2.301 -1.877 0.040
N -0.309 0.040 -3.111
C 2.353 0.033 3.818
H -2.981 -4.490 -0.466
C -3.948 1.091 -0.946
C -0.856 -1.101 4.843
H 2.821 2.038 1.574
H -2.934 -0.540 1.311
C 3.070 -1.479 -1.899
H -2.194 4.903 1.305
C -1.722 3.177 4.481
C -2.774 -2.402 0.188
H -3.704 3.134 -0.316
H 2.779 -1.672 -5.000
H -2.445 3.019 2.136
C 3.566 1.265 -6.499
H -4.413 -0.096 -5.910
C -2.237 1.988 1.858
C 2.344 1.917 -6.366
H 0.724 -4.711 -0.076
H -2.899 -2.414 7.195
C 0.331 3.767 1.210
C 3.726 -0.026 -6.021
H 0.677 1.289 6.836
H -2.221 2.079 -2.773
C -0.949 -2.073 3.828
H 2.698 2.668 -0.540
C -1.378 3.719 5.713
H -0.225 3.509 7.516
C 3.205 -1.186 6.224
C -0.357 1.278 4.977
H -3.346 0.298 -1.400
C -0.502 3.072 6.567
P 2.155 0.451 -0.128
C -1.561 -1.203 6.023
C -2.387 -3.332 5.319
N 0.064 -0.030 4.552
H -1.487 -0.407 6.753
H 5.184 -0.863 5.472
C -3.118 2.368 -0.835
H 2.223 2.925 -6.741
H -2.972 -4.225 5.504
H 1.549 1.872 -2.589
C 1.281 1.277 -5.752
C 4.369 -1.443 0.273
C -1.185 1.952 4.059
C -3.201 -3.856 0.389
C -2.773 2.858 -2.242
H -0.518 0.998 -3.394
H -0.842 -3.696 -3.370
N -0.306 -1.771 2.652
H -3.686 3.063 -2.807
H -3.964 -0.881 -8.210
H -3.206 -2.037 -0.750
H -4.425 -1.495 1.254
H 5.006 2.698 -1.377
H 1.106 -1.296 6.696
H 4.678 -0.530 -6.124
C -1.889 -1.279 -7.836
H 4.941 1.734 0.097
C 2.706 0.947 1.584
H 4.473 0.196 3.412
C 4.601 1.782 -0.939
H -1.786 -4.019 3.393
H -0.925 -5.202 -0.455
H -1.806 4.672 6.000
Pd -0.190 0.190 -0.200
C 1.450 -0.014 -5.271
H -0.282 3.817 -0.838
H -2.570 -0.067 -4.231
P -1.560 2.055 0.123
C -3.418 -0.418 -6.190
C 0.001 1.832 6.187
H -1.615 -2.228 -2.751
C 3.023 -1.182 -0.400
C 3.078 1.778 -1.058
H -2.166 3.764 -2.246
H -2.414 3.726 3.858
H 0.326 1.778 -5.643
C -0.863 -1.253 -6.907
H 3.288 -2.536 -2.072
H 3.031 1.088 -3.128
H -2.226 -3.820 -2.290
H 4.737 -2.430 -0.023
C -1.321 -3.248 -2.496
C 4.123 -0.740 5.289
P -0.957 -2.047 -0.018
C 2.663 -0.670 -5.398
H 2.114 -1.240 -2.373
H -1.118 5.862 0.304
C 1.853 -0.975 5.981
C -3.166 -0.860 -7.479
C -3.336 -1.551 1.329
H -0.095 3.761 2.216
H -0.707 -3.665 1.812
N 1.819 0.523 2.646
H 3.849 -0.895 -2.396
C -1.697 4.935 0.332
H -3.096 -1.987 2.299
*
```

=====

Below is a molecular structure, C10H15Cl2LuNS, with properties calculated with ωB97M-V/def2-TZVPD.

Properties
ΔE to the lowest compared entry with this formula, charge and spin	141.0	kJ/mol

```
! RIJCOSX wB97M-V def2-TZVPD def2/J DEFGRID3
* xyz -1 1
H 0.573 -3.575 -1.239
C -1.266 -1.231 -1.418
H -0.310 -2.547 -4.555
H 2.121 -2.566 -0.941
Cl -0.120 2.053 -2.001
H 1.430 3.670 3.965
C 1.987 1.520 1.192
C -2.429 -0.190 -1.207
H 1.797 -3.181 -3.333
H -2.685 0.417 -2.094
C 1.466 3.009 3.116
H -0.676 2.599 2.740
C 0.438 -1.210 -0.927
H -3.186 -0.462 -0.434
Lu -0.698 0.544 -0.159
C 1.156 -2.400 -2.910
S 2.921 2.440 2.317
C -0.270 -2.540 -3.453
H -0.673 -0.434 -3.258
H -0.724 -3.477 -3.093
C 0.362 2.468 2.492
H -1.677 -2.239 -0.931
C 1.060 -2.526 -1.367
H 1.620 -1.433 -3.166
H -2.125 -1.459 -3.512
H 0.944 -0.829 0.168
H 2.363 0.922 0.351
Cl -1.844 -0.234 1.901
N 0.681 1.639 1.418
C -1.147 -1.390 -2.978
*
```

=====

Below is C4H4N4 in the gas phase, with properties calculated with ωB97M-V/def2-TZVPD.

Properties
ΔE to the lowest compared entry with this formula, charge and spin	307.6	kJ/mol

```
! RIJCOSX wB97M-V def2-TZVPD def2/J DEFGRID3
* xyz 0 1
N 1.460 -1.209 0.061
N -0.992 -1.252 -0.083
H -3.042 -1.282 0.048
C 0.047 -0.630 0.142
N 0.210 0.821 0.290
H -1.794 1.273 -0.240
N -2.696 0.696 -0.052
H 3.329 -0.572 0.000
C -2.383 -0.504 0.072
C 2.250 -0.241 -0.068
H 2.162 1.897 -0.056
C 1.447 1.004 -0.115
*
```

=====

Below is 2 unconnected molecules or ions with the total composition C7H8N3, with properties calculated with ωB97M-V/def2-TZVPD.

Properties
ΔE to the lowest compared entry with this formula, charge and spin	233.8	kJ/mol

```
! RIJCOSX wB97M-V def2-TZVPD def2/J DEFGRID3
* xyz 1 1
N 0.770 -0.576 -1.193
C 2.698 -0.127 0.890
C -0.789 0.752 -0.232
C 2.018 -0.878 -1.301
H 3.981 -1.050 -0.651
H -1.870 2.163 -1.141
H 3.348 -0.191 1.732
H 1.530 1.612 0.987
N -3.923 -0.356 0.130
C 3.055 -0.637 -0.334
C 1.301 0.572 1.072
H 0.573 0.188 1.946
C -4.795 -1.025 0.400
H -5.681 -1.497 0.656
H 2.165 -1.498 -2.172
C 0.406 0.239 -0.121
H -2.897 0.983 -0.151
N -1.890 1.325 -0.518
*
```

=====

Below is 14 unconnected molecules or ions with the total composition C5H35O15, with properties calculated with ωB97M-V/def2-TZVPD.

Properties
ΔE to the lowest compared entry with this formula, charge and spin	672.6	kJ/mol

```
! RIJCOSX wB97M-V def2-TZVPD def2/J DEFGRID3
* xyz -1 1
H -2.540 -2.064 2.275
H 3.798 -1.681 -2.536
O 0.740 1.291 1.089
C 0.076 -1.083 1.220
O 0.949 3.502 -3.002
H 2.633 0.503 -3.072
H -0.637 -4.010 2.612
H 1.082 1.193 3.155
H -2.276 0.134 -2.496
C 0.164 0.200 0.398
H 0.549 3.333 -3.856
H 0.691 2.819 0.010
H 0.341 -2.751 -1.605
H 0.524 0.791 -1.734
H -2.383 1.264 4.066
H -2.174 -1.499 -2.412
O -3.284 -1.465 2.335
O 0.911 3.644 -0.428
H -1.688 3.103 0.942
O -2.134 3.419 1.728
C -2.187 -0.717 -3.171
H 1.027 -1.456 1.600
O 2.992 1.390 -3.050
H 1.640 2.844 -2.927
H -1.252 -0.586 -3.715
H -2.937 -0.695 2.787
H 0.965 -1.090 4.337
C 0.736 0.013 -1.000
O -1.983 0.594 3.511
H 0.360 -1.840 3.169
C -3.334 -0.969 -4.164
O -4.453 -1.256 -3.716
H 3.838 1.296 -2.611
O -1.490 -3.936 2.183
H -1.976 -4.705 2.481
H 1.824 -0.050 -0.983
H -1.586 4.138 2.043
H 0.584 4.443 -0.008
H -0.185 0.815 3.892
H 2.488 0.744 1.968
O 3.300 0.533 2.429
H 0.373 -3.415 -2.966
H -0.241 -1.969 0.670
H 2.330 -1.992 -2.736
O -3.153 -0.875 -5.390
H 0.241 -0.887 -1.364
O 3.036 -1.432 -3.059
H -1.677 1.072 2.741
H -0.709 -1.057 1.976
H 3.935 0.369 1.733
O 0.748 0.982 4.026
O 0.723 -1.969 4.046
H 0.634 3.641 -1.347
O 0.940 -3.025 -2.300
H -0.893 0.404 0.228
*
```